A cluster of 2 separate species, C2H8BNO3 in total, computed with the ωB97M-V functional and the def2-TZVPD basis.

```
! RIJCOSX wB97M-V def2-TZVPD def2/J DEFGRID3
* xyz 0 1
B 1.4855 -0.0292 -0.2162
C -1.8964 0.3834 -0.8288
C 0.9368 -0.7832 2.0113
N -1.0231 1.5677 -0.8277
O 2.2508 -0.0756 -1.3110
O 1.5102 -0.9363 0.7717
O 0.0994 1.6244 0.0068
H -2.3300 0.1099 0.1915
H -2.7814 0.6835 -1.4518
H -1.1793 -0.4543 -1.2206
H 1.4561 -1.2750 2.8901
H -0.0784 -1.2339 1.8080
H 0.9466 0.3275 2.1421
H -0.6872 1.5621 -1.8156
H 2.9698 -0.6422 -1.2841
*
```

* HOMO-LUMO gap (spin up / spin down): 8.10 / 8.10 eV
* energy relative to the best compared isomer or geometry (same formula, charge and spin): 123.0 kcal/mol
* molar mass: 104.902 g/mol

Results of the natural (NBO) charge analysis, in e, for atoms 1 through 5:
1. B 1.260
2. C -0.448
3. C -0.250
4. N -0.298
5. O -0.911